Entry 1:
Below is a 2-piece molecular cluster, H3N3OS overall, with properties calculated with the ωB97M-V functional and the def2-TZVPD basis.

```
8
Properties=species:S:1:pos:R:3
N -3.0541 -0.1032 0.0336
N -3.2770 0.6500 0.9009
N 0.2599 -0.3541 0.0849
O -2.8001 -0.9137 -0.9008
S -0.1365 1.2005 -0.5229
H 1.0391 1.7621 -0.2309
H 0.1453 -1.0506 -0.6452
H -0.3462 -0.5910 0.8657
```

As for the multiplicity: 3. As for the max |F|: 3.40 eV/Å. The HOMO energy (alpha / beta) is -0.1540 / -0.3440 Ha. The calculation puts the energy above the lowest of the compared OMol25 structures with the same formula, charge and spin at 366.7 kJ/mol. Its orbital gap (alpha / beta) is 4.04 / 4.63 eV. The value obtained for the total energy is -17393.01129 eV.

Entry 2:
Below is C28H56O31S4 as an isolated structure, with properties calculated with the ωB97M-V functional and the def2-TZVPD basis.

```
119
Properties=species:S:1:pos:R:3
C 0.8704 -2.2106 3.7057
C 0.1009 -3.4990 3.9997
O 0.9918 -4.4687 4.5458
C 0.4909 -5.2997 5.4493
O -0.6189 -5.2695 5.9016
O 1.4518 -6.1758 5.7724
C 1.0690 -7.2555 6.6162
H 0.2113 -1.3515 3.8066
H 1.2372 -2.2120 2.6775
H 1.7071 -2.1509 4.3987
H -0.3649 -3.9125 3.1081
H -0.6665 -3.2420 4.7297
H 1.5629 -8.1454 6.2219
H 0.0094 -7.4892 6.5322
H 1.3871 -7.0357 7.6300
C -5.7557 5.4722 -0.5887
C -4.3675 5.0118 -0.1746
O -4.4430 4.6391 1.2010
C -3.6279 3.7090 1.6820
O -2.8004 3.0955 1.0635
O -3.8663 3.6098 2.9804
C -3.0573 2.7740 3.8050
H -6.4953 4.7208 -0.3216
H -5.7379 5.7469 -1.6403
H -6.0263 6.3757 -0.0339
H -3.6356 5.8086 -0.3244
H -4.0600 4.1921 -0.8207
H -2.5146 3.4173 4.4920
H -2.3844 2.1809 3.1892
H -3.7140 2.1174 4.3695
C 7.0990 -2.7200 -2.6552
C 5.8129 -2.9912 -1.9288
O 5.5952 -1.8767 -1.0443
C 4.6299 -1.9433 -0.1518
O 3.8905 -2.8792 0.0317
O 4.6228 -0.7963 0.5331
C 3.5438 -0.5662 1.4099
H 7.2940 -3.5409 -3.3470
H 7.9330 -2.6942 -1.9528
H 7.0481 -1.7902 -3.2168
H 5.7936 -3.9040 -1.3335
H 5.0077 -3.0772 -2.6578
H 3.3436 0.5057 1.4282
H 3.7878 -0.8681 2.4303
H 2.6301 -1.0684 1.0948
C -3.5919 -2.8900 -0.8891
C -3.0450 -4.1403 -0.2363
O -1.6369 -4.2092 -0.4652
C -0.9010 -4.8231 0.4637
O -1.3095 -5.3654 1.4562
O 0.3746 -4.6446 0.1466
C 1.3826 -5.3453 0.8797
H -4.6136 -2.7360 -0.5234
H -3.6846 -2.9563 -1.9724
H -3.0585 -1.9781 -0.6179
H -3.5352 -5.0089 -0.6782
H -3.2434 -4.1275 0.8339
H 1.8840 -4.6725 1.5708
H 2.1041 -5.7052 0.1506
H 0.9627 -6.2071 1.3951
C -7.2652 5.0235 -4.4002
C -6.3184 3.8926 -4.7429
O -5.3368 3.8447 -3.6750
C -4.3507 2.9739 -3.8692
O -4.1290 2.3401 -4.8688
O -3.6344 2.8988 -2.7518
C -2.3990 2.1960 -2.8437
H -6.7696 5.9645 -4.6307
H -7.4598 4.9955 -3.3287
H -8.2069 4.9096 -4.9299
H -5.7986 4.0784 -5.6806
H -6.7991 2.9166 -4.7900
H -1.8145 2.5156 -3.7039
H -2.5273 1.1163 -2.8285
H -1.8568 2.4846 -1.9435
C 0.4056 4.6272 3.9638
C 1.0980 4.4492 2.6303
O 1.9703 3.3203 2.8290
S 1.5010 2.3918 4.0311
O 2.4370 2.3775 5.0811
O 1.0089 1.1734 3.4974
O 0.2360 3.2784 4.4373
H -0.5795 5.0807 3.9117
H 1.0100 5.1816 4.6856
H 1.7304 5.2605 2.2819
H 0.3599 4.2324 1.8540
C 0.2708 1.6470 0.4002
C -0.5333 0.3922 0.6600
O 0.0090 -0.5899 -0.2452
S 0.7104 0.0620 -1.5126
O -0.0271 -0.0954 -2.7083
O 2.0779 -0.3130 -1.4748
O 0.5485 1.5705 -1.0173
H 1.2335 1.7589 0.8865
H -0.4264 2.4807 0.4792
H -1.5812 0.5187 0.3940
H -0.3848 0.0449 1.6789
C 2.3066 -3.1269 -3.6280
C 1.9398 -3.7106 -2.2833
O 2.9445 -4.7071 -2.0553
S 3.2713 -5.4406 -3.4096
O 2.3405 -6.4751 -3.6659
O 4.6608 -5.6890 -3.4511
O 2.9078 -4.1881 -4.3647
H 3.0327 -2.3297 -3.4364
H 1.4389 -2.7183 -4.1390
H 0.9914 -4.2590 -2.3520
H 1.8289 -3.0754 -1.4144
C 2.0626 3.4963 -2.8170
C 2.9491 4.4544 -3.6393
O 3.8372 5.0801 -2.7169
S 3.4330 4.6889 -1.2273
O 2.3900 5.5408 -0.7733
O 4.5890 4.5067 -0.4541
O 2.8215 3.2852 -1.6221
H 1.8574 2.5621 -3.3367
H 1.0687 3.8651 -2.5562
H 2.3041 5.1698 -4.1519
H 3.5412 3.9367 -4.3895
```

As for the max |F|: 2.07 eV/Å. The HOMO energy is -0.3866 Ha. The calculation puts the energy above the lowest of the compared OMol25 structures with the same formula, charge and spin at 0.0 kJ/mol. Its orbital gap is 10.53 eV. The value obtained for the total energy is -136755.30234 eV.

Entry 3:
Below is a 2-piece molecular cluster, C7H14N3S overall, with properties calculated with the ωB97M-V functional and the def2-TZVPD basis.

```
25
Properties=species:S:1:pos:R:3
C 3.3686 -0.7013 0.3548
C 3.5549 0.4266 -0.4185
C 1.1982 -0.0135 0.2260
C -1.5572 1.9344 1.2274
C -1.4846 1.3948 -1.1630
C -1.2450 -1.4240 -0.6647
C -1.3532 -0.3184 0.3873
N 2.0906 -0.8754 0.7332
N -1.4634 0.9867 0.1807
N -0.4197 -2.4610 -0.2373
S 1.9527 1.1497 -0.7287
H 4.0942 -1.2124 0.9281
H 4.3876 1.0031 -0.8566
H -2.6158 2.0397 1.4420
H -1.0332 1.6549 2.0718
H -1.2241 2.9010 0.8073
H -2.3313 0.8764 -1.6537
H -1.7018 2.3821 -1.1463
H -0.4032 1.1870 -1.6428
H -2.2845 -1.8345 -0.7797
H -0.8403 -0.9637 -1.5443
H -1.2188 -0.5161 1.4968
H -0.3604 -3.1555 -0.8792
H -0.8903 -2.8623 0.5362
H 1.7799 -1.5982 1.3231
```

As for the multiplicity: 3. As for the max |F|: 5.68 eV/Å. The HOMO energy (alpha / beta) is -0.3349 / -0.4725 Ha. The calculation puts the energy above the lowest of the compared OMol25 structures with the same formula, charge and spin at 101.2 kJ/mol. Its orbital gap (alpha / beta) is 5.40 / 6.44 eV. The value obtained for the total energy is -22778.89224 eV. As for the total charge: +1.

Entry 4:
Below is the molecule C7H13N2OP, with properties calculated with the ωB97M-V functional and the def2-TZVPD basis.

```
24
Properties=species:S:1:pos:R:3
C -3.1127 0.5357 1.4381
C -3.3264 1.9349 1.0109
C 2.9049 -0.8528 -2.3681
C 3.4322 -1.6122 -1.4177
C -1.9851 -0.2105 0.8209
C -2.7752 2.3165 -0.2319
C 2.7884 -1.5552 -0.0081
N -0.6484 0.2596 1.2285
N 1.4069 -1.1013 0.2016
O 1.6906 1.4503 0.7398
P 0.7603 0.3982 0.1597
H -3.6281 0.0624 2.2367
H -4.2164 2.6089 1.3242
H 3.2375 -0.9516 -3.3923
H 2.0630 -0.1414 -2.1797
H 4.2583 -2.2573 -1.5728
H -1.9330 -1.3191 1.1741
H -2.0949 -0.2159 -0.3107
H -1.8392 1.8452 -0.5451
H -3.0845 3.2238 -0.6571
H 3.4974 -1.1339 0.8190
H 2.6765 -2.6534 0.0835
H -0.8100 1.1971 1.5896
H 0.7380 -1.8276 -0.1432
```

As for the max |F|: 3.53 eV/Å. The HOMO energy (alpha / beta) is -0.3004 / -0.2933 Ha. The calculation puts the energy above the lowest of the compared OMol25 structures with the same formula, charge and spin at 54.1 kJ/mol. Its orbital gap (alpha / beta) is 7.09 / 7.34 eV. The value obtained for the total energy is -21782.30652 eV.

Entry 5:
Below is C12H12Br24F7NO2P as an isolated structure, with properties calculated with the ωB97M-V functional and the def2-TZVPD basis.

```
59
Properties=species:S:1:pos:R:3
N 0.9554 -4.3127 0.6842
P 0.4590 -3.2724 -0.3920
O -1.1570 -3.1601 -0.2170
O 1.0113 -1.7754 0.0264
C 1.0221 -3.7591 -1.9765
C 0.4079 -3.1561 -3.2080
F -0.1092 -4.1720 -4.0040
F -0.6447 -2.2692 -3.0145
C 1.4201 -2.4511 -4.1955
F 0.9981 -2.5905 -5.4860
F 2.6601 -3.0454 -4.0699
C 1.6056 -0.9137 -3.9401
F 0.9184 -0.1683 -4.8597
F 2.9365 -0.5937 -4.1036
F 1.2531 -0.5359 -2.6813
H 1.5513 -3.8577 1.3590
H -1.5173 -2.3320 -0.5727
H 1.8826 -1.6949 -0.3691
H 0.7541 -4.8117 -2.0108
C -3.1036 0.9281 -0.3607
Br -2.1322 -0.3427 -1.4383
Br -2.1955 1.2926 1.2937
Br -3.4275 2.5501 -1.3487
H -4.0667 0.5030 -0.1237
C -1.3379 -1.8766 4.0511
Br -2.9034 -2.5652 3.1699
Br 0.0675 -1.5534 2.7908
Br -1.7847 -0.3198 5.1048
H -1.0039 -2.6423 4.7363
C -3.8614 6.7287 -0.4622
Br -3.4155 6.6537 -2.3344
Br -5.5747 5.9240 -0.1174
Br -2.4802 5.9514 0.6243
H -3.9377 7.7705 -0.1928
C -1.0798 -6.1828 5.1246
Br -0.3158 -5.5356 3.4802
Br -0.3000 -7.8584 5.6891
Br -0.9782 -4.8615 6.5367
H -2.1292 -6.3698 4.9537
C 4.4771 1.5783 -1.1188
Br 5.9786 0.7239 -1.9710
Br 3.7866 3.0288 -2.1830
Br 3.0971 0.3192 -0.6744
H 4.8374 2.0048 -0.1954
C 3.1400 1.2367 3.3054
Br 3.5733 -0.1473 2.0397
Br 2.1002 2.6309 2.4758
Br 2.2412 0.5208 4.8460
H 4.0644 1.6828 3.6378
C 7.7269 0.0997 0.5088
Br 6.4090 -1.0194 -0.3265
Br 9.3568 0.1686 -0.5154
Br 7.0370 1.8632 0.8618
H 7.9678 -0.3448 1.4621
C -9.3660 7.2521 -2.1063
Br -8.3702 5.6955 -2.6333
Br -9.5079 7.3852 -0.1906
Br -8.6294 8.8567 -2.8746
H -10.3666 7.1421 -2.4940
```

As for the max |F|: 7.74 eV/Å. The HOMO energy is -0.1593 Ha. The calculation puts the energy above the lowest of the compared OMol25 structures with the same formula, charge and spin at 130.8 kJ/mol. Its orbital gap is 5.32 eV. The value obtained for the total energy is -1727551.09643 eV. As for the total charge: -1.

Entry 6:
Below is C27H33AsFN2S4SbTi as an isolated structure, with properties calculated with the ωB97M-V functional and the def2-TZVPD basis.

```
70
Properties=species:S:1:pos:R:3
Ti -0.5130 -1.5362 0.4392
C 1.2218 0.9353 3.7683
C 0.9750 0.3957 2.5322
N 0.0190 -0.5201 2.2743
C -0.7232 -0.9530 3.3590
C -0.5250 -0.4505 4.6728
C 0.4523 0.5126 4.8793
C -1.3488 -0.9783 5.7299
C -2.2805 -1.9385 5.5037
C -2.4843 -2.4600 4.1894
C -3.4038 -3.4562 3.8793
C -3.5255 -3.9241 2.5781
C -2.7102 -3.3675 1.5949
N -1.8401 -2.3962 1.8528
C -1.6965 -1.9330 3.1344
H 2.0119 1.6664 3.8783
H 1.5635 0.6871 1.6684
H 0.6250 0.9108 5.8717
H -1.1915 -0.5872 6.7293
H -2.8815 -2.3309 6.3169
H -4.0107 -3.8705 4.6787
H -4.2044 -4.7198 2.3105
H -2.7343 -3.7273 0.5744
S -0.6222 -5.7686 0.0363
As 0.5209 -4.2454 -0.9069
S -0.9091 -2.6601 -1.6893
S 1.4782 -2.9769 0.6745
S 1.9154 -4.7275 -2.4137
F -4.4064 3.3868 -1.0421
C -3.5856 2.3409 -0.7071
C -3.8109 1.1050 -1.2735
C -2.9593 0.0578 -0.9273
C -1.8886 0.2009 -0.0340
C -1.7377 1.4827 0.5154
C -2.5619 2.5573 0.1905
H -4.6277 0.9740 -1.9736
H -3.1306 -0.9086 -1.3942
H -0.9415 1.6649 1.2314
H -2.4186 3.5422 0.6199
C 3.4595 0.5488 -3.8324
C 2.6896 -0.4289 -2.9522
C 3.6411 -1.3515 -2.1930
Sb 1.2830 0.4698 -1.5412
C -0.1517 1.4265 -2.8942
C -0.7842 0.3993 -3.8271
C 0.3295 2.6351 -3.6907
C 2.3985 2.3047 -1.0929
C 3.6717 2.0057 -0.3099
C 1.5073 3.2802 -0.3334
H 4.0710 0.0029 -4.5596
H 4.1431 1.1608 -3.2350
H 2.8084 1.2275 -4.3842
H 2.0483 -1.0578 -3.5775
H 4.2400 -0.7988 -1.4608
H 4.3334 -1.8345 -2.8908
H 3.1030 -2.1391 -1.6667
H -0.9171 1.7604 -2.1850
H -0.0381 -0.0458 -4.4926
H -1.5469 0.8782 -4.4526
H -1.2475 -0.4192 -3.2787
H 0.9937 2.3325 -4.5031
H 0.8563 3.3737 -3.0840
H -0.5285 3.1388 -4.1518
H 2.6809 2.7487 -2.0528
H 3.4493 1.5154 0.6421
H 4.2136 2.9317 -0.0796
H 4.3477 1.3493 -0.8605
H 1.1722 2.8486 0.6139
H 0.6119 3.5494 -0.8979
H 2.0518 4.2035 -0.0979
```

As for the multiplicity: 3. As for the max |F|: 0.71 eV/Å. The HOMO energy (alpha / beta) is -0.0154 / -0.0594 Ha. The calculation puts the energy above the lowest of the compared OMol25 structures with the same formula, charge and spin at 0.0 kJ/mol. Its orbital gap (alpha / beta) is 4.79 / 5.98 eV. The value obtained for the total energy is -168069.66449 eV. As for the total charge: -2.

Question: Among the records above, which one has the highest max |F|?
Answer: C12H12Br24F7NO2P

Question: Which of these has the highest max |F|?
Answer: C12H12Br24F7NO2P

Question: Number 3 is which compound?
Answer: C7H14N3S

Please write out number 6 again, unchanged.
Below is C27H33AsFN2S4SbTi as an isolated structure, with properties calculated with the ωB97M-V functional and the def2-TZVPD basis.

```
70
Properties=species:S:1:pos:R:3
Ti -0.5130 -1.5362 0.4392
C 1.2218 0.9353 3.7683
C 0.9750 0.3957 2.5322
N 0.0190 -0.5201 2.2743
C -0.7232 -0.9530 3.3590
C -0.5250 -0.4505 4.6728
C 0.4523 0.5126 4.8793
C -1.3488 -0.9783 5.7299
C -2.2805 -1.9385 5.5037
C -2.4843 -2.4600 4.1894
C -3.4038 -3.4562 3.8793
C -3.5255 -3.9241 2.5781
C -2.7102 -3.3675 1.5949
N -1.8401 -2.3962 1.8528
C -1.6965 -1.9330 3.1344
H 2.0119 1.6664 3.8783
H 1.5635 0.6871 1.6684
H 0.6250 0.9108 5.8717
H -1.1915 -0.5872 6.7293
H -2.8815 -2.3309 6.3169
H -4.0107 -3.8705 4.6787
H -4.2044 -4.7198 2.3105
H -2.7343 -3.7273 0.5744
S -0.6222 -5.7686 0.0363
As 0.5209 -4.2454 -0.9069
S -0.9091 -2.6601 -1.6893
S 1.4782 -2.9769 0.6745
S 1.9154 -4.7275 -2.4137
F -4.4064 3.3868 -1.0421
C -3.5856 2.3409 -0.7071
C -3.8109 1.1050 -1.2735
C -2.9593 0.0578 -0.9273
C -1.8886 0.2009 -0.0340
C -1.7377 1.4827 0.5154
C -2.5619 2.5573 0.1905
H -4.6277 0.9740 -1.9736
H -3.1306 -0.9086 -1.3942
H -0.9415 1.6649 1.2314
H -2.4186 3.5422 0.6199
C 3.4595 0.5488 -3.8324
C 2.6896 -0.4289 -2.9522
C 3.6411 -1.3515 -2.1930
Sb 1.2830 0.4698 -1.5412
C -0.1517 1.4265 -2.8942
C -0.7842 0.3993 -3.8271
C 0.3295 2.6351 -3.6907
C 2.3985 2.3047 -1.0929
C 3.6717 2.0057 -0.3099
C 1.5073 3.2802 -0.3334
H 4.0710 0.0029 -4.5596
H 4.1431 1.1608 -3.2350
H 2.8084 1.2275 -4.3842
H 2.0483 -1.0578 -3.5775
H 4.2400 -0.7988 -1.4608
H 4.3334 -1.8345 -2.8908
H 3.1030 -2.1391 -1.6667
H -0.9171 1.7604 -2.1850
H -0.0381 -0.0458 -4.4926
H -1.5469 0.8782 -4.4526
H -1.2475 -0.4192 -3.2787
H 0.9937 2.3325 -4.5031
H 0.8563 3.3737 -3.0840
H -0.5285 3.1388 -4.1518
H 2.6809 2.7487 -2.0528
H 3.4493 1.5154 0.6421
H 4.2136 2.9317 -0.0796
H 4.3477 1.3493 -0.8605
H 1.1722 2.8486 0.6139
H 0.6119 3.5494 -0.8979
H 2.0518 4.2035 -0.0979
```

As for the multiplicity: 3. As for the max |F|: 0.71 eV/Å. The HOMO energy (alpha / beta) is -0.0154 / -0.0594 Ha. The calculation puts the energy above the lowest of the compared OMol25 structures with the same formula, charge and spin at 0.0 kJ/mol. Its orbital gap (alpha / beta) is 4.79 / 5.98 eV. The value obtained for the total energy is -168069.66449 eV. As for the total charge: -2.